1.
Density functional theory data (the ωB97M-V functional and the def2-TZVPD basis) for a molecular structure, C28H30IrN4OPS.

ORCA input file:
```
! RIJCOSX wB97M-V def2-TZVPD def2/J DEFGRID3
* xyz 2 1
Ir -0.785 -1.145 0.227
S -5.767 4.202 0.931
P 1.525 -0.551 -0.062
O -1.835 -1.330 -2.249
N -0.959 -1.522 2.542
N -1.859 0.797 -0.026
N -2.012 -3.069 0.060
N -4.299 5.214 -0.997
C -2.923 0.929 0.799
C -2.186 -2.100 3.123
C 1.633 3.415 -1.074
C 1.160 1.877 1.185
C 2.947 -1.049 -2.475
C 4.683 -2.797 1.140
C -4.423 4.161 -0.165
C 1.767 2.039 -1.148
C -2.416 2.910 -0.997
C 0.534 -1.182 -2.522
C 5.233 -0.513 1.649
C 2.966 -1.328 -3.836
C 3.989 -0.103 1.203
C 1.784 -1.499 -4.544
C 1.730 -0.970 -1.818
C -3.539 3.070 -0.135
C -1.644 1.788 -0.920
C 3.439 -2.401 0.690
C 5.584 -1.853 1.614
C 1.049 3.253 1.255
C -3.086 -3.284 1.044
C 1.270 4.019 0.119
C -3.753 2.004 0.785
C 0.563 -1.426 -3.897
C -2.563 -3.428 2.473
C 1.525 1.267 -0.017
C -0.732 -1.202 -1.797
C 3.095 -1.048 0.704
H -2.168 3.666 -1.721
H 1.813 -1.705 -5.602
H -4.585 2.055 1.472
H -0.808 1.653 -1.591
H 3.724 0.945 1.226
H 1.805 4.013 -1.954
H -1.707 -4.107 2.487
H -0.364 -1.579 -4.425
H -3.644 -4.191 0.785
H 2.734 -3.128 0.310
H -3.345 -3.881 3.082
H 0.787 3.730 2.187
H 1.160 5.091 0.169
H 0.973 1.266 2.059
H 3.870 -0.899 -1.932
H -0.184 -2.128 2.812
H -0.784 -0.627 2.995
H -2.439 -3.003 -0.868
H -5.015 5.922 -1.014
H -3.002 -1.388 2.982
H -3.104 0.116 1.488
H 3.914 -1.412 -4.345
H 2.049 1.570 -2.080
H -2.065 -2.263 4.200
H 5.933 0.221 2.014
H -1.408 -3.893 0.048
H -3.775 -2.437 0.980
H -3.579 5.251 -1.699
H 6.560 -2.163 1.952
H 4.958 -3.839 1.117
*
```

The HOMO energy (alpha / beta) is -13.1 / -13.1 eV. The calculation puts the energy above the lowest of the compared OMol25 structures with the same formula, charge and spin at 48.2 kcal per mole. The electronic energy is -2222.6039 Eh. The HOMO-LUMO gap (alpha / beta) is 0.1972 / 0.1922 Eh.

2.
Density functional theory data (the ωB97M-V functional and the def2-TZVPD basis) for a single C13H13NO4S molecule.

ORCA input file:
```
! RIJCOSX wB97M-V def2-TZVPD def2/J DEFGRID3
* xyz 0 1
S -1.116 1.764 3.106
O -0.510 -1.993 -1.556
O -1.312 1.114 -3.098
O 0.642 -0.053 -1.745
O 2.087 -1.887 0.955
N 0.366 -0.427 0.919
C 2.473 -1.694 -1.825
C -0.108 -0.714 2.259
C -0.214 2.662 4.262
C 0.048 0.475 3.146
C -1.460 -0.174 -2.714
C -0.413 -0.858 -1.954
C -2.677 -0.653 -3.141
C 0.910 2.011 4.648
C 1.422 -1.060 0.375
C 1.772 -0.587 -1.049
C -3.295 0.411 -3.825
C 1.062 0.761 4.005
C -2.416 1.455 -3.763
H -2.471 2.455 -4.145
H 1.890 0.096 4.175
H -0.579 3.618 4.582
H -4.256 0.405 -4.296
H -0.115 0.293 0.402
H 2.795 -1.327 -2.797
H 1.609 2.402 5.365
H 2.440 0.279 -0.946
H 1.801 -2.537 -1.958
H 0.503 -1.542 2.628
H -3.055 -1.640 -2.976
H 3.334 -2.026 -1.253
H -1.157 -1.026 2.211
*
```

The HOMO energy is -8.9 eV. The calculation puts the energy above the lowest of the compared OMol25 structures with the same formula, charge and spin at 43.0 kcal per mole. The electronic energy is -1257.0884 Eh. The HOMO-LUMO gap is 0.3460 Eh.

3.
Density functional theory data (the ωB97M-V functional and the def2-TZVPD basis) for a single C3H8INS2 molecule.

ORCA input file:
```
! RIJCOSX wB97M-V def2-TZVPD def2/J DEFGRID3
* xyz 0 1
I -3.848 -0.274 0.042
S -0.589 -1.953 -0.791
S 0.584 0.776 -0.938
N -2.168 0.424 -0.925
C 0.153 2.426 -0.262
C -0.783 -0.205 -0.317
C 0.564 -2.719 0.378
H 0.166 -2.854 1.353
H -2.245 0.028 -1.905
H 1.449 -2.249 0.409
H -1.058 -0.028 0.724
H 1.131 2.966 -0.586
H -0.912 2.604 -0.702
H 0.256 2.443 0.840
H 0.697 -3.807 0.049
*
```

The HOMO energy is -8.8 eV. The calculation puts the energy above the lowest of the compared OMol25 structures with the same formula, charge and spin at 20.0 kcal per mole. The electronic energy is -1267.8518 Eh. The HOMO-LUMO gap is 0.3220 Eh.

4.
Density functional theory data (the ωB97M-V functional and the def2-TZVPD basis) for a single C25H26N4O4 molecule.

ORCA input file:
```
! RIJCOSX wB97M-V def2-TZVPD def2/J DEFGRID3
* xyz 0 1
O -0.974 4.285 -0.883
O -1.874 0.358 -2.954
O -1.115 -1.642 -2.793
O 0.256 2.334 3.544
N -3.022 3.831 -1.666
N -1.431 -0.564 -2.288
N -0.335 3.147 1.521
N -0.546 -2.639 -0.463
C -2.106 3.892 -0.677
C -0.586 -5.728 -1.257
C 2.752 -0.784 1.696
C 2.258 1.564 1.359
C 2.496 -1.055 0.383
C 2.013 2.908 1.999
C -0.112 -3.749 0.352
C -2.620 3.503 0.701
C -0.887 -1.423 -0.019
C 2.004 1.313 -0.018
C 0.242 -6.282 -0.139
C 1.652 2.315 -0.949
C 2.114 -0.023 -0.498
C -1.589 0.892 -0.402
C 2.619 0.522 2.180
C 0.563 2.789 2.461
C -1.538 1.181 0.937
C -0.864 -1.104 1.357
C -1.299 -0.386 -0.898
C 1.378 2.013 -2.254
C 1.459 0.691 -2.713
C 1.833 -0.301 -1.852
C 0.399 -4.848 -0.546
C -1.674 2.586 1.490
C -1.178 0.145 1.816
H -0.948 -4.123 0.958
H -0.582 -1.868 2.062
H 2.789 0.713 3.229
H -2.726 4.043 -2.606
H 1.232 0.467 -3.745
H -3.597 3.026 0.627
H 1.097 2.799 -2.937
H 3.048 -1.572 2.374
H 0.682 -3.420 1.032
H -2.728 4.433 1.264
H 1.916 -1.322 -2.196
H 1.036 -6.972 -0.377
H 1.611 3.349 -0.647
H 2.657 3.033 2.869
H -3.933 3.430 -1.539
H -0.365 -6.038 -2.267
H -1.637 -5.560 -1.077
H -1.843 1.640 -1.134
H -0.029 3.510 0.625
H -1.125 0.353 2.874
H -2.023 2.520 2.528
H -0.613 -2.789 -1.467
H 1.300 -4.582 -1.085
H 2.587 -2.059 -0.007
H -0.246 -6.492 0.800
H 2.152 3.742 1.316
*
```

The HOMO energy is -8.0 eV. The calculation puts the energy above the lowest of the compared OMol25 structures with the same formula, charge and spin at 77.4 kcal per mole. The electronic energy is -1488.2158 Eh. The HOMO-LUMO gap is 0.2848 Eh.

5.
Density functional theory data (the ωB97M-V functional and the def2-TZVPD basis) for a single C2H4N2S4 molecule.

ORCA input file:
```
! RIJCOSX wB97M-V def2-TZVPD def2/J DEFGRID3
* xyz 0 1
S 0.539 0.526 -3.300
S 0.189 1.081 -0.284
S -1.605 0.169 3.462
S 0.793 -1.854 0.258
N 0.646 -0.751 -2.150
N -0.036 0.908 1.361
C -1.269 0.552 1.862
C 0.548 -0.589 -0.807
H 0.738 0.894 1.994
H -2.027 0.565 1.148
H 0.852 -1.672 -2.493
H 1.827 0.597 -3.630
*
```

The HOMO energy is -8.7 eV. The calculation puts the energy above the lowest of the compared OMol25 structures with the same formula, charge and spin at 6.0 kcal per mole. The electronic energy is -1780.8330 Eh. The HOMO-LUMO gap is 0.3229 Eh.

6.
Density functional theory data (the ωB97M-V functional and the def2-TZVPD basis) for a single C4H5NO2 molecule.

ORCA input file:
```
! RIJCOSX wB97M-V def2-TZVPD def2/J DEFGRID3
* xyz 0 1
O 1.445 0.080 1.374
O 0.466 -0.535 -2.511
N -1.301 0.299 0.102
C -1.386 -0.712 0.867
C 1.034 0.940 0.630
C 0.011 0.647 -0.458
C 0.506 -0.525 -1.310
H 0.884 -1.389 -0.725
H 1.389 1.986 0.713
H -0.547 -1.341 1.179
H -2.377 -0.966 1.247
H -0.124 1.516 -1.107
*
```

The HOMO energy is -10.0 eV. The calculation puts the energy above the lowest of the compared OMol25 structures with the same formula, charge and spin at 50.2 kcal per mole. The electronic energy is -360.5895 Eh. The HOMO-LUMO gap is 0.3716 Eh.

7.
Density functional theory data (the ωB97M-V functional and the def2-TZVPD basis) for a single C17H18Cl2N2O4S molecule.

ORCA input file:
```
! RIJCOSX wB97M-V def2-TZVPD def2/J DEFGRID3
* xyz 0 1
Cl 0.216 -2.204 -4.194
Cl 0.745 -5.849 0.739
S -0.879 -1.211 -1.562
O -1.024 2.826 2.405
O 0.113 -0.176 -1.631
O 3.473 4.137 1.505
O -2.137 -1.049 -2.338
N 0.246 2.922 0.352
N -1.391 -1.016 0.260
C 2.922 2.309 0.678
C 0.543 -4.832 -0.403
C -0.918 0.071 0.906
C 0.051 -3.163 -2.794
C 4.696 3.520 1.335
C 4.443 2.323 0.668
C -2.714 -1.274 0.504
C -1.522 1.415 0.672
C -0.100 -2.723 -1.381
C -3.012 1.274 1.004
C -0.817 2.395 1.159
C 1.103 -5.213 -2.058
C -3.701 0.086 0.271
C 2.462 3.486 1.034
C 0.816 -4.527 -2.970
C 0.019 -3.602 -0.401
C 0.978 4.082 0.810
H -3.513 2.172 0.583
H -4.577 -0.233 0.891
H 2.308 1.536 -0.121
H 5.761 3.884 1.832
H 1.139 -4.736 -3.763
H 5.243 1.609 0.479
H 1.133 4.993 0.234
H -0.812 -0.014 1.999
H -3.583 0.226 -0.778
H -1.602 1.585 -0.507
H 0.388 0.180 0.811
H -2.963 -1.995 -0.011
H -2.886 -1.654 1.675
H -2.783 1.003 2.076
H 0.337 2.635 -0.508
H 0.925 4.221 1.991
H 1.333 -6.291 -1.853
H -0.459 -3.131 0.400
*
```

The HOMO energy is -8.6 eV. The calculation puts the energy above the lowest of the compared OMol25 structures with the same formula, charge and spin at 369.1 kcal per mole. The electronic energy is -2387.0900 Eh. The HOMO-LUMO gap is 0.2698 Eh.